Density functional theory data (the ωB97M-V functional and the def2-TZVPD basis) for C6H14 in the gas phase.

Orbital gap ... 11.7 eV
SMILES ... CCCC(C)C
Energy relative to the best compared isomer or geometry (same formula, charge and spin) ... 0.8519 eV
Net charge ... 0

Last column: natural (NBO) charge in e.
Geometry (Å):
H  -0.529  -0.580  -1.459  0.21
H  0.288  -1.977  0.203  0.19
H  2.048  -0.181  1.336  0.20
C  -1.767  -0.002  0.624  -0.62
H  1.839  -1.834  1.735  0.21
H  1.499  -2.010  -0.949  0.20
H  -1.433  -0.899  1.154  0.21
H  -0.375  2.586  -1.160  0.21
H  -2.500  -0.233  -0.127  0.21
C  -1.121  1.938  -0.701  -0.60
H  -1.767  2.441  0.026  0.20
H  3.118  -1.417  0.537  0.21
H  0.087  1.258  0.790  0.20
H  1.045  0.444  -1.351  0.20
C  -0.539  0.728  0.065  -0.21
C  0.296  -0.187  -0.861  -0.40
H  -1.879  1.658  -1.445  0.20
C  2.125  -1.186  0.907  -0.62
H  -2.217  0.645  1.382  0.21
C  1.060  -1.326  -0.214  -0.40

Forces on the atoms, in the same order (eV/Å):
0.7685 -0.2259 -0.9338
-0.1506 -0.0833 0.1637
0.5335 0.0351 -0.1041
1.4363 0.2680 1.6288
0.3491 -0.2491 -0.0979
-0.0948 0.4562 -0.4165
-0.3582 -0.1379 -0.1389
-0.0642 0.1181 0.1516
-0.1710 -0.1686 -0.4475
-0.7920 -0.5161 0.0758
0.4980 0.6178 -0.0203
0.1326 0.1872 0.2192
-0.0314 -0.7513 0.6195
-0.5168 0.0046 -0.6829
-0.2847 0.7549 -1.0875
0.2764 1.1054 1.0543
0.4879 -0.2918 -0.3090
-1.2606 1.0422 -0.1716
-0.2425 -0.1222 -0.0902
-0.5156 -2.0433 0.5871